No. 1
Molecular formula: C4H9NO3
Method: DFT, ωB97M-V with the def2-TZVPD basis set

Each line ends with the Löwdin charge.
Element x y z (Å)
O (-3.177, -0.516, -1.031)  0.063
C (-2.130, 0.102, -1.003)  -0.623
O (-2.126, 1.456, -0.975)  0.095
N (-0.921, -0.479, -0.939)  0.095
C (0.350, 0.231, -0.909)  -0.202
C (1.349, -0.363, 0.063)  -0.163
C (0.946, -0.101, 1.529)  -0.264
O (2.030, 0.040, 2.424)  -0.059
H (-2.984, 1.704, -1.359)  0.131
H (-0.896, -1.477, -1.049)  0.152
H (0.791, 0.346, -1.893)  0.115
H (0.144, 1.281, -0.714)  0.116
H (1.368, -1.448, -0.070)  0.108
H (2.319, 0.047, -0.218)  0.117
H (0.466, 0.865, 1.519)  0.111
H (0.228, -0.866, 1.832)  0.121
H (2.244, -0.825, 2.789)  0.085

Results
* relative energy (zero: lowest compared OMol25 entry of this formula, charge and spin): 15.55 kcal per mole
* total energy: -438.3043 hartree
* orbital gap: 10.525 eV
* maximum force: 0.0268 hartree/bohr
* E_LUMO: 0.7139 eV
* structure (SMILES): O=C(O)NCCCO
* charge: 0
* multiplicity: 1
* E_HOMO: -9.811 eV

No. 2
Molecular formula: C56H72Br8O24S4
Method: DFT, ωB97M-V with the def2-TZVPD basis set

Each line ends with the Löwdin charge.
Element x y z (Å)
Br (1.954, -15.025, -44.509)  0.629
C (1.722, -13.098, -44.106)  -0.639
C (1.957, -12.875, -42.599)  -0.692
Br (3.806, -13.304, -42.280)  0.661
H (0.693, -12.808, -44.319)  0.057
H (2.370, -12.495, -44.743)  0.061
H (1.356, -13.540, -41.977)  0.029
H (1.854, -11.827, -42.320)  0.029
Br (-7.981, -5.990, -38.793)  0.642
C (-6.747, -5.558, -37.290)  -0.610
C (-5.739, -6.730, -37.085)  -0.660
Br (-4.824, -6.653, -35.307)  0.638
H (-7.379, -5.371, -36.421)  0.049
H (-6.179, -4.684, -37.608)  0.052
H (-5.065, -6.825, -37.937)  0.051
H (-6.282, -7.666, -37.221)  -0.008
Br (-6.586, -15.477, -40.654)  0.662
C (-4.979, -16.235, -39.825)  -0.607
C (-4.283, -17.036, -40.966)  -0.622
Br (-3.735, -16.070, -42.650)  0.625
H (-5.288, -17.000, -39.112)  0.052
H (-4.397, -15.443, -39.356)  0.047
H (-4.991, -17.806, -41.274)  0.046
H (-3.385, -17.505, -40.561)  0.049
Br (-8.149, -10.016, -38.427)  0.768
C (-9.510, -9.173, -39.722)  -0.526
C (-8.793, -9.261, -41.109)  -0.658
Br (-10.097, -8.484, -42.361)  0.625
H (-9.561, -8.134, -39.396)  -0.027
H (-10.427, -9.754, -39.626)  0.044
H (-8.617, -10.291, -41.420)  0.038
H (-7.844, -8.742, -41.252)  0.047
O (-4.964, -9.648, -38.261)  -0.327
S (-4.989, -10.685, -39.268)  0.575
O (-5.470, -10.421, -40.616)  -0.313
O (-3.450, -11.117, -39.518)  -0.286
C (-3.205, -12.082, -40.547)  -0.224
C (-1.624, -12.282, -40.682)  -0.022
C (-5.704, -12.294, -38.694)  -0.124
H (-3.583, -11.725, -41.505)  0.083
H (-3.653, -13.067, -40.416)  0.101
H (-1.272, -12.780, -39.778)  0.044
H (-0.994, -11.394, -40.723)  0.064
H (-1.440, -12.936, -41.535)  0.072
H (-6.304, -12.041, -37.819)  0.021
H (-4.938, -13.013, -38.401)  0.055
H (-6.232, -12.716, -39.549)  0.028
O (-6.509, -16.652, -36.737)  -0.306
S (-6.749, -15.322, -36.174)  0.691
O (-5.766, -14.279, -36.096)  -0.276
O (-8.227, -14.754, -36.786)  -0.278
C (-9.257, -15.581, -37.184)  -0.335
C (-10.403, -15.450, -36.230)  -0.062
C (-7.338, -15.621, -34.433)  -0.086
H (-8.864, -16.597, -37.223)  0.114
H (-9.727, -15.398, -38.150)  0.110
H (-10.303, -14.518, -35.673)  0.078
H (-10.303, -16.279, -35.529)  0.074
H (-11.352, -15.481, -36.764)  0.085
H (-8.008, -16.453, -34.219)  0.073
H (-7.645, -14.692, -33.950)  0.056
H (-6.404, -15.897, -33.944)  0.060
O (-3.610, -9.609, -42.942)  -0.277
S (-3.906, -8.226, -43.149)  0.629
O (-3.075, -7.422, -44.049)  -0.306
O (-5.459, -8.105, -43.682)  -0.249
C (-5.649, -8.384, -45.032)  -0.293
C (-7.133, -8.864, -45.133)  -0.056
C (-3.913, -7.414, -41.552)  -0.089
H (-5.057, -9.164, -45.510)  0.118
H (-5.456, -7.508, -45.652)  0.119
H (-7.360, -9.657, -44.421)  0.065
H (-7.494, -9.052, -46.144)  0.077
H (-7.810, -8.046, -44.887)  0.056
H (-2.883, -7.528, -41.215)  0.073
H (-4.738, -7.943, -41.077)  0.050
H (-4.145, -6.352, -41.641)  0.079
O (-0.107, -8.464, -35.512)  -0.299
S (-0.483, -9.338, -36.653)  0.690
O (0.445, -9.703, -37.735)  -0.341
O (-1.212, -10.648, -35.999)  -0.260
C (-1.684, -11.649, -36.946)  -0.244
C (-1.981, -12.958, -36.178)  -0.049
C (-1.920, -8.562, -37.528)  -0.088
H (-0.979, -11.854, -37.752)  0.081
H (-2.644, -11.294, -37.319)  0.089
H (-2.154, -13.813, -36.831)  0.072
H (-2.962, -12.820, -35.724)  0.058
H (-1.183, -13.231, -35.487)  0.075
H (-1.528, -7.545, -37.563)  0.066
H (-2.784, -8.712, -36.880)  0.036
H (-1.939, -9.021, -38.516)  0.052
C (-9.677, -12.800, -38.968)  -0.069
C (-10.015, -13.014, -40.222)  0.006
C (-11.388, -12.844, -40.772)  -0.380
O (-11.693, -13.192, -41.899)  0.122
C (-12.333, -12.477, -39.724)  0.043
C (-12.001, -12.134, -38.435)  0.032
C (-10.657, -12.343, -37.940)  -0.412
O (-10.358, -12.240, -36.744)  0.071
H (-8.655, -13.073, -38.755)  0.087
H (-9.301, -13.291, -40.983)  0.104
H (-13.381, -12.462, -39.984)  0.118
H (-12.710, -12.003, -37.631)  0.124
C (0.955, -8.882, -41.243)  0.021
C (1.109, -7.801, -40.429)  0.049
C (0.927, -6.457, -41.032)  -0.370
O (1.120, -5.420, -40.426)  0.104
C (0.401, -6.413, -42.458)  0.030
C (0.276, -7.527, -43.198)  0.004
C (0.649, -8.886, -42.692)  -0.358
O (0.697, -9.749, -43.565)  0.090
H (1.122, -9.872, -40.844)  0.094
H (1.329, -7.989, -39.389)  0.105
H (-0.068, -5.495, -42.782)  0.117
H (-0.150, -7.547, -44.190)  0.115
C (-7.502, -10.747, -34.740)  0.062
C (-6.283, -10.327, -35.225)  0.006
C (-5.015, -10.571, -34.554)  -0.425
O (-4.004, -9.999, -34.877)  0.101
C (-5.077, -11.569, -33.524)  0.017
C (-6.255, -11.990, -33.057)  0.001
C (-7.607, -11.576, -33.459)  -0.365
O (-8.624, -11.989, -32.934)  0.106
H (-8.444, -10.396, -35.136)  0.098
H (-6.228, -9.612, -36.033)  0.063
H (-4.183, -11.985, -33.082)  0.130
H (-6.153, -12.674, -32.227)  0.118
C (-6.825, -13.503, -46.325)  0.030
C (-7.495, -13.172, -45.171)  0.030
C (-6.813, -13.000, -43.860)  -0.370
O (-7.498, -12.604, -42.926)  0.065
C (-5.357, -13.309, -43.910)  -0.015
C (-4.707, -13.805, -44.989)  0.003
C (-5.393, -13.882, -46.327)  -0.417
O (-4.883, -14.111, -47.361)  0.142
H (-7.317, -13.485, -47.286)  0.116
H (-8.509, -12.861, -45.377)  0.114
H (-4.765, -13.202, -43.013)  0.078
H (-3.702, -14.179, -44.859)  0.085
C (1.573, -17.039, -38.955)  0.042
C (0.333, -16.460, -38.815)  0.021
C (-0.356, -15.906, -39.996)  -0.369
O (-1.474, -15.409, -39.832)  0.055
C (0.366, -16.097, -41.252)  -0.009
C (1.554, -16.646, -41.289)  -0.021
C (2.417, -17.086, -40.202)  -0.392
O (3.523, -17.493, -40.367)  0.154
H (2.011, -17.526, -38.096)  0.110
H (-0.222, -16.347, -37.896)  0.115
H (-0.088, -15.773, -42.176)  0.101
H (2.032, -16.616, -42.257)  0.061
C (2.001, -12.584, -38.092)  0.042
C (3.249, -12.342, -38.556)  0.011
C (4.458, -13.102, -38.319)  -0.401
O (5.561, -12.787, -38.756)  0.117
C (4.148, -14.264, -37.519)  0.017
C (2.946, -14.540, -36.989)  0.021
C (1.706, -13.805, -37.323)  -0.356
O (0.589, -14.123, -36.934)  0.083
H (1.185, -11.953, -38.410)  0.086
H (3.395, -11.423, -39.104)  0.121
H (4.884, -15.004, -37.244)  0.124
H (2.953, -15.414, -36.355)  0.119

Results
* total energy: -26167.2899 hartree
* orbital gap: 7.904 eV
* maximum force: 0.0888 hartree/bohr
* E_LUMO: -2.0915 eV
* charge: 0
* multiplicity: 1
* E_HOMO: -9.996 eV

No. 3
Molecular formula: C40H115N7O19
Method: DFT, ωB97M-V with the def2-TZVPD basis set

Each line ends with the Löwdin charge.
Element x y z (Å)
C (3.957, 4.446, -1.860)  -0.020
C (3.742, 2.924, -1.775)  -0.399
C (3.267, 2.318, -3.076)  -0.237
O (1.917, 2.649, -3.288)  -0.188
C (1.587, 2.543, -4.661)  -0.103
N (5.041, 2.304, -1.360)  0.044
H (4.066, 4.889, -0.872)  0.068
H (3.191, 4.954, -2.306)  0.046
H (4.816, 4.596, -2.460)  0.069
H (2.974, 2.740, -1.004)  0.118
H (3.408, 1.209, -3.112)  0.132
H (3.923, 2.681, -3.860)  0.116
H (1.206, 1.529, -4.896)  0.085
H (2.490, 2.636, -5.299)  0.088
H (0.884, 3.333, -4.972)  0.086
H (4.995, 1.293, -1.586)  0.071
H (5.795, 2.728, -1.916)  0.087
C (-1.159, 4.441, -2.883)  -0.071
C (-1.802, 5.176, -1.779)  -0.435
C (-1.338, 6.656, -1.905)  -0.210
O (-0.124, 6.839, -1.282)  -0.166
C (-0.122, 7.000, 0.072)  -0.120
N (-3.263, 5.095, -1.681)  0.058
H (-1.262, 3.337, -2.646)  0.085
H (-0.086, 4.666, -3.062)  0.095
H (-1.700, 4.537, -3.815)  0.072
H (-1.364, 4.751, -0.885)  0.099
H (-2.077, 7.311, -1.419)  0.113
H (-1.273, 7.062, -2.932)  0.139
H (0.843, 7.056, 0.411)  0.063
H (-0.599, 6.160, 0.569)  0.087
H (-0.595, 7.919, 0.413)  0.096
H (-3.587, 5.833, -1.028)  0.091
H (-3.747, 5.315, -2.535)  0.075
C (3.890, -0.025, 7.802)  -0.065
C (3.585, 0.930, 6.663)  -0.468
C (3.314, 0.130, 5.439)  -0.225
O (2.617, 0.849, 4.451)  -0.178
C (1.614, 0.259, 3.663)  -0.071
N (2.595, 1.911, 7.086)  0.042
H (4.374, 0.362, 8.677)  0.066
H (4.533, -0.916, 7.531)  0.101
H (2.948, -0.478, 8.065)  0.069
H (4.450, 1.605, 6.418)  0.142
H (2.850, -0.810, 5.746)  0.107
H (4.307, -0.303, 5.124)  0.145
H (1.116, 0.962, 3.040)  0.066
H (0.828, -0.229, 4.286)  0.085
H (2.000, -0.576, 3.166)  0.059
H (1.731, 1.469, 7.461)  0.076
H (2.360, 2.574, 6.348)  0.068
C (-6.918, -0.536, -2.510)  -0.023
C (-6.221, -1.383, -1.386)  -0.414
C (-4.868, -0.879, -1.103)  -0.220
O (-4.045, -0.871, -2.290)  -0.234
C (-3.564, -2.192, -2.557)  -0.105
N (-6.883, -1.333, -0.061)  0.062
H (-7.795, -1.142, -2.872)  0.093
H (-6.255, -0.161, -3.220)  0.043
H (-7.402, 0.327, -2.074)  0.064
H (-6.137, -2.436, -1.701)  0.135
H (-4.406, -1.605, -0.453)  0.073
H (-4.855, 0.133, -0.705)  0.122
H (-3.208, -2.674, -1.582)  0.096
H (-2.775, -2.230, -3.402)  0.093
H (-4.334, -2.957, -2.979)  0.105
H (-7.631, -1.951, -0.091)  0.046
H (-7.225, -0.394, 0.068)  0.075
C (-0.481, -2.916, -5.699)  -0.060
C (0.337, -3.966, -6.436)  -0.439
C (1.797, -3.692, -6.280)  -0.237
O (2.558, -4.570, -7.079)  -0.182
C (3.926, -4.652, -6.853)  -0.121
N (0.106, -5.296, -5.877)  0.048
H (-0.290, -1.920, -6.234)  0.109
H (-0.125, -2.795, -4.702)  0.028
H (-1.533, -3.128, -5.598)  0.069
H (0.053, -3.982, -7.520)  0.153
H (2.110, -3.814, -5.250)  0.113
H (1.997, -2.607, -6.485)  0.135
H (4.571, -3.866, -7.164)  0.071
H (4.183, -5.524, -7.452)  0.089
H (4.156, -4.945, -5.798)  0.101
H (0.144, -5.287, -4.878)  0.030
H (0.814, -5.928, -6.288)  0.086
C (-3.027, -5.021, 2.073)  -0.070
C (-3.649, -3.644, 2.139)  -0.397
C (-2.711, -2.439, 2.109)  -0.166
O (-1.985, -2.399, 3.341)  -0.206
C (-2.149, -1.276, 4.153)  -0.091
N (-4.615, -3.605, 0.977)  0.049
H (-2.230, -5.023, 2.837)  0.081
H (-2.616, -5.233, 1.063)  0.084
H (-3.683, -5.873, 2.314)  0.079
H (-4.229, -3.572, 3.082)  0.144
H (-3.315, -1.594, 1.998)  0.097
H (-2.055, -2.616, 1.245)  0.117
H (-1.905, -1.566, 5.220)  0.122
H (-3.104, -0.836, 4.112)  0.078
H (-1.441, -0.583, 3.813)  0.040
H (-5.386, -2.998, 1.110)  0.029
H (-5.013, -4.524, 0.869)  0.060
C (-0.283, 2.321, 0.278)  -0.033
C (-0.462, 0.978, -0.428)  -0.345
C (0.719, 0.070, -0.271)  -0.182
O (0.722, -1.097, -1.049)  -0.235
C (0.536, -0.963, -2.413)  -0.086
N (-1.769, 0.313, 0.121)  0.092
H (0.369, 2.930, -0.377)  0.081
H (0.225, 2.172, 1.226)  0.070
H (-1.270, 2.893, 0.386)  0.075
H (-0.554, 1.128, -1.526)  0.106
H (0.853, -0.324, 0.764)  0.144
H (1.620, 0.716, -0.530)  0.144
H (-0.535, -0.664, -2.709)  0.101
H (0.722, -1.916, -2.891)  0.058
H (1.178, -0.159, -2.830)  0.098
H (-2.638, 0.690, -0.234)  0.052
H (-1.732, -0.694, -0.025)  0.067
C (0.784, -4.713, -2.094)  -0.272
C (0.786, -4.728, -0.546)  -0.187
O (0.285, -3.526, 0.074)  -0.075
O (0.750, -5.973, -2.695)  -0.072
H (1.713, -4.286, -2.564)  0.129
H (-0.074, -4.109, -2.484)  0.116
H (1.807, -4.919, -0.224)  0.106
H (0.150, -5.604, -0.226)  0.136
H (0.605, -2.781, -0.404)  0.006
H (-0.061, -6.413, -2.425)  0.094
C (-3.298, 2.780, 2.284)  -0.256
C (-4.476, 2.993, 1.314)  -0.257
O (-4.292, 2.511, 0.016)  -0.084
O (-2.966, 1.416, 2.346)  -0.091
H (-3.603, 3.164, 3.226)  0.098
H (-2.451, 3.437, 1.945)  0.107
H (-4.724, 4.071, 1.272)  0.115
H (-5.368, 2.526, 1.737)  0.116
H (-3.802, 3.152, -0.519)  0.050
H (-2.429, 1.099, 1.579)  0.021
C (4.144, 3.906, 1.866)  -0.252
C (3.649, 3.862, 3.263)  -0.299
O (4.471, 3.249, 4.189)  -0.034
O (4.036, 2.586, 1.367)  -0.086
H (5.175, 4.195, 1.835)  0.120
H (3.521, 4.615, 1.265)  0.115
H (2.681, 3.368, 3.233)  0.113
H (3.393, 4.855, 3.561)  0.112
H (4.362, 2.304, 4.010)  0.074
H (4.654, 2.476, 0.637)  0.029
C (2.639, -3.861, 4.650)  -0.281
C (1.139, -3.522, 4.683)  -0.215
O (0.745, -3.536, 3.302)  -0.087
O (3.483, -2.972, 4.038)  -0.050
H (2.794, -4.858, 4.304)  0.104
H (2.906, -3.925, 5.780)  0.142
H (0.891, -2.610, 5.211)  0.101
H (0.701, -4.375, 5.191)  0.110
H (-0.187, -3.255, 3.213)  0.059
H (3.386, -2.902, 3.099)  0.022
C (3.466, -2.582, 0.131)  -0.220
C (4.396, -1.328, 0.102)  -0.206
O (4.834, -1.296, -1.242)  -0.082
O (2.941, -2.847, 1.407)  -0.077
H (4.003, -3.475, -0.220)  0.123
H (2.681, -2.259, -0.618)  0.120
H (5.195, -1.352, 0.794)  0.110
H (3.765, -0.461, 0.303)  0.112
H (5.367, -2.077, -1.429)  0.089
H (2.018, -3.106, 1.423)  0.057
C (-2.461, 1.446, -4.706)  -0.151
O (-2.084, 1.044, -3.395)  -0.160
H (-1.581, 1.328, -5.449)  0.095
H (-3.286, 0.820, -5.115)  0.083
H (-2.804, 2.513, -4.673)  0.071
H (-2.794, 0.474, -3.089)  0.033
C (-1.182, 1.961, 5.482)  -0.128
O (-2.578, 1.885, 5.886)  -0.136
H (-0.529, 1.665, 6.272)  0.057
H (-1.031, 1.280, 4.676)  0.022
H (-1.006, 2.960, 4.983)  0.103
H (-2.756, 2.655, 6.451)  0.075

Results
* relative energy (zero: lowest compared OMol25 entry of this formula, charge and spin): 0.00 kcal per mole
* total energy: -3405.5487 hartree
* orbital gap: 8.984 eV
* maximum force: 0.0706 hartree/bohr
* E_LUMO: 0.3483 eV
* charge: 0
* multiplicity: 1
* E_HOMO: -8.635 eV